1.
{"formula": "C5H13NO", "method": "wB97M-V/def2-TZVPD", "e_homo_ev": [-14.123, -14.842], "e_above_lowest_kj_mol": 28.8, "total_charge": 1, "lumo_energy_ev": [-3.347, -6.693], "multiplicity": 2, "elements": ["O", "N", "C", "C", "C", "C", "C", "H", "H", "H", "H", "H", "H", "H", "H", "H", "H", "H", "H", "H"], "xyz": [[0.707, -3.317, 2.079], [-0.628, -0.050, 0.469], [1.121, 0.336, -1.106], [-1.010, 1.320, 0.824], [-2.424, 1.648, 0.338], [0.125, -0.446, -0.537], [2.031, -0.154, -2.148], [0.132, -1.501, -0.764], [2.007, -1.243, -2.230], [-0.940, 1.440, 1.901], [-2.659, 2.637, 0.702], [1.287, -3.645, 2.776], [-1.039, -0.778, 1.044], [-3.103, 0.897, 0.720], [0.902, -2.372, 2.050], [3.069, 0.110, -1.967], [1.366, 1.290, -0.661], [-0.254, 1.966, 0.389], [-2.471, 1.611, -0.745], [1.782, 0.251, -3.136]], "nbo_charge": [-0.934, -0.363, 0.016, -0.235, -0.605, 0.060, -0.697, 0.244, 0.242, 0.235, 0.248, 0.486, 0.430, 0.224, 0.449, 0.266, 0.216, 0.213, 0.224, 0.281]}


2.
{"formula": "C32H67ClFeI2N6O3P3Sb", "method": "wB97M-V/def2-TZVPD", "e_homo_ev": [-12.657, -11.122], "e_above_lowest_kj_mol": 351.4, "total_charge": 2, "lumo_energy_ev": [-4.482, -6.484], "multiplicity": 5, "elements": ["I", "I", "Sb", "Fe", "Cl", "P", "P", "P", "O", "O", "O", "N", "N", "N", "N", "N", "N", "C", "C", "C", "C", "C", "C", "C", "C", "C", "C", "C", "C", "C", "C", "C", "C", "C", "C", "C", "C", "C", "C", "C", "C", "C", "C", "C", "C", "C", "C", "C", "C", "H", "H", "H", "H", "H", "H", "H", "H", "H", "H", "H", "H", "H", "H", "H", "H", "H", "H", "H", "H", "H", "H", "H", "H", "H", "H", "H", "H", "H", "H", "H", "H", "H", "H", "H", "H", "H", "H", "H", "H", "H", "H", "H", "H", "H", "H", "H", "H", "H", "H", "H", "H", "H", "H", "H", "H", "H", "H", "H", "H", "H", "H", "H", "H", "H", "H", "H"], "xyz": [[-2.988, 2.016, 3.405], [-4.687, -0.071, 0.976], [2.046, 0.751, 2.921], [-2.081, 0.195, 0.373], [-1.132, -3.855, 3.866], [-2.328, 3.021, -1.949], [-0.931, -2.783, -1.005], [1.659, 1.246, -1.382], [-1.422, -0.790, 2.036], [0.482, -1.188, 3.079], [-1.303, -1.332, -0.983], [-2.250, -3.753, -0.888], [0.610, 0.858, -3.988], [0.091, -3.155, 0.246], [1.463, 3.078, -3.492], [-0.139, -3.072, -2.436], [3.001, 1.257, -3.837], [-0.438, -2.307, -3.635], [3.169, 0.890, -2.431], [-2.983, 4.397, -2.978], [-3.607, 1.739, -2.230], [2.769, 2.689, -4.015], [-0.757, -1.312, 2.949], [4.455, 2.584, 3.584], [0.573, -4.322, -2.691], [0.632, 0.351, 5.677], [-5.891, 0.986, -2.419], [-4.825, 1.278, 2.649], [-1.522, -2.118, 3.996], [-4.093, -0.554, -2.838], [1.255, -2.298, 0.408], [0.829, 2.740, 4.892], [-2.812, 3.620, -0.277], [3.382, 2.518, 2.507], [3.396, -0.946, 3.188], [-3.179, 0.465, -2.589], [-3.056, -3.639, 0.331], [-2.428, -5.012, -1.600], [4.060, -0.918, 4.560], [1.493, 1.369, 4.944], [1.383, 2.980, -2.035], [0.442, 0.441, -2.560], [4.396, -1.022, 2.038], [-5.450, -0.289, -2.764], [0.315, -4.523, 0.700], [3.978, 2.507, 1.109], [0.423, 2.375, -4.152], [-4.978, 1.988, -2.141], [2.006, 0.498, -4.505], [-1.024, -2.886, -4.355], [-2.150, -5.875, -0.987], [-1.842, -5.021, -2.515], [0.539, 3.051, 5.898], [3.911, -0.920, 1.063], [0.509, -4.515, 1.773], [-2.192, 4.474, -0.001], [2.703, -1.785, 3.140], [3.407, -0.174, -2.362], [-2.918, -4.506, 0.982], [-3.741, -1.545, -3.098], [2.014, 0.709, -5.574], [1.622, -4.123, -2.931], [-6.169, -1.068, -2.984], [-0.549, 2.624, -3.727], [-5.401, 2.131, 2.313], [-3.861, 3.914, -0.230], [-0.568, 0.700, -2.236], [-3.479, -5.119, -1.873], [-0.094, 0.382, -4.555], [-5.333, 0.756, 3.451], [0.539, -4.977, -1.825], [2.122, 3.652, -1.595], [-2.592, -2.011, 3.857], [0.131, -4.855, -3.537], [-4.114, -3.572, 0.066], [2.150, -0.570, -4.339], [-2.437, 5.312, -2.744], [0.437, 2.578, -5.222], [-2.623, 2.828, 0.451], [2.075, -2.585, -0.268], [2.813, 2.926, -5.079], [3.548, 3.247, -3.501], [-4.046, 4.566, -2.808], [3.324, -0.985, 5.361], [4.487, 3.457, 0.920], [-1.226, -1.800, 4.991], [0.540, -0.644, -2.496], [4.663, -0.025, 4.716], [-0.573, -5.130, 0.527], [2.467, 1.441, 5.435], [4.722, -1.783, 4.650], [4.713, 1.709, 0.992], [1.171, -4.990, 0.201], [1.486, 3.510, 4.485], [-0.379, 0.340, 5.266], [-2.833, 4.160, -4.031], [-5.339, 2.970, -1.859], [4.043, 2.594, 4.593], [4.903, -1.989, 2.055], [-6.952, 1.196, -2.369], [1.604, -2.371, 1.438], [-0.080, 2.718, 4.286], [4.019, 1.439, -2.022], [-2.117, 0.274, -2.685], [0.397, 3.317, -1.708], [5.162, -0.248, 2.121], [1.035, -0.658, 5.607], [2.691, 3.356, 2.601], [0.499, -2.018, -4.129], [5.024, 3.510, 3.456], [-2.768, -2.745, 0.883], [0.565, 0.626, 6.732], [3.207, 2.380, 0.352], [5.158, 1.755, 3.501], [0.966, -1.264, 0.231], [-0.999, -1.416, -3.365]], "mulliken_charge": [0.087, 0.079, 0.205, 0.527, -0.202, 1.330, -1.769, 1.550, -0.484, -0.415, 1.056, 0.805, 0.685, 1.494, 0.245, 0.878, 0.180, -0.613, -1.083, -1.502, 0.607, -0.942, 0.100, -1.466, -1.209, -1.351, -0.956, -1.013, -0.526, -0.613, -1.456, -1.407, -0.720, 0.412, 0.571, -0.100, -0.672, -1.001, -1.247, 0.636, -0.552, -1.726, -1.341, -0.784, -1.207, -1.463, -0.492, -0.564, -0.686, 0.391, 0.311, 0.327, 0.417, 0.140, 0.216, 0.506, 0.219, 0.484, 0.354, 0.394, 0.338, 0.253, 0.415, -0.282, 0.499, 0.438, -0.597, 0.332, 0.500, 0.609, 0.300, 0.592, 0.374, 0.468, 0.341, 0.343, 0.402, 0.457, -0.338, 0.313, 0.330, 0.394, 0.438, 0.285, 0.551, 0.354, 0.640, 0.206, 0.262, 0.349, 0.480, 0.230, 0.364, 0.343, 0.099, 0.411, 0.297, 0.283, 0.491, 0.408, 0.566, 0.106, 0.443, 0.135, -0.248, 0.342, 0.323, 0.355, 0.206, 0.530, -0.188, 0.570, 0.119, 0.251, -0.025, -0.097]}


3.
{"formula": "C37H41Cl5GeN3O3PV", "method": "wB97M-V/def2-TZVPD", "e_homo_ev": [-7.362, -7.614], "e_above_lowest_kj_mol": 0.0, "lumo_energy_ev": [-0.271, -0.356], "multiplicity": 4, "elements": ["Ge", "V", "Cl", "Cl", "Cl", "Cl", "Cl", "P", "O", "O", "O", "N", "N", "N", "C", "C", "C", "C", "C", "C", "C", "C", "C", "C", "C", "C", "C", "C", "C", "C", "C", "C", "C", "C", "C", "C", "C", "C", "C", "C", "C", "C", "C", "C", "C", "C", "C", "C", "C", "C", "C", "H", "H", "H", "H", "H", "H", "H", "H", "H", "H", "H", "H", "H", "H", "H", "H", "H", "H", "H", "H", "H", "H", "H", "H", "H", "H", "H", "H", "H", "H", "H", "H", "H", "H", "H", "H", "H", "H", "H", "H", "H"], "xyz": [[-1.724, -0.457, 0.744], [1.232, 0.266, -0.618], [4.800, 3.904, -0.066], [-1.938, -0.538, -6.802], [3.774, 3.876, -2.783], [5.797, 1.882, -1.869], [-0.400, -3.981, -2.722], [1.794, -0.909, 1.519], [2.246, 2.221, -0.233], [0.451, -1.481, -1.516], [3.050, 0.704, -1.571], [-0.286, 4.462, 0.192], [0.466, 0.946, -2.573], [-0.265, 3.251, 1.039], [-3.159, 2.957, -0.709], [3.828, 1.916, 4.553], [4.312, 1.679, 3.288], [0.503, -1.638, 2.533], [-3.287, -0.376, -2.022], [3.668, 0.773, 2.407], [-0.583, 0.165, -4.642], [4.426, -4.599, 0.798], [2.710, 1.168, 4.975], [-1.839, -2.139, 3.065], [-0.903, -1.489, 2.239], [0.814, -2.593, 3.517], [-3.036, 0.790, 1.592], [2.107, 0.298, 4.074], [3.130, 1.827, -1.047], [4.170, -2.573, 2.031], [2.592, -3.189, 0.278], [-2.430, -1.984, -0.320], [-1.492, -3.045, 4.051], [2.996, -2.321, 1.300], [-0.558, 1.496, -5.119], [-4.413, 0.101, -2.921], [-0.044, 2.466, -4.296], [-4.140, 2.784, 0.461], [-0.533, -2.419, -3.478], [-4.327, 1.284, 0.860], [2.533, 0.082, 2.782], [4.889, -3.715, 1.731], [-0.054, -0.056, -3.338], [4.325, 2.800, -1.439], [3.355, -4.320, 0.016], [-3.595, -1.591, -1.208], [-1.161, -0.932, -5.322], [-1.112, -2.219, -4.755], [-0.042, -1.335, -2.722], [-0.141, -3.250, 4.210], [0.539, 2.152, -3.112], [1.128, -0.236, 4.392], [-3.290, 0.190, 2.502], [-4.538, 0.644, -0.049], [0.937, 3.038, -2.594], [-5.207, 3.212, 0.160], [2.336, 1.362, 6.006], [0.204, -3.974, 4.945], [4.538, -1.851, 2.792], [1.795, -3.039, -0.428], [-4.132, 0.932, -3.489], [-1.093, 1.747, -6.049], [-0.378, 4.176, -0.789], [-0.676, 0.529, -0.005], [-1.342, -3.072, -5.366], [0.669, 3.026, 1.303], [-5.162, 0.441, -2.188], [-2.455, 1.686, 1.899], [-2.260, -3.507, 4.671], [1.876, -2.806, 3.714], [0.638, 4.908, 0.265], [-4.819, -0.603, -3.665], [-0.796, 3.407, 1.899], [-3.513, 2.400, -1.580], [-2.955, 0.467, -1.465], [-2.426, -0.700, -2.678], [-2.196, 2.500, -0.485], [-2.797, -2.649, 0.454], [-3.832, 3.376, 1.303], [4.377, 2.484, 5.321], [-2.911, -1.995, 2.885], [-3.830, -2.418, -1.883], [4.157, 0.621, 1.422], [-4.432, -1.309, -0.527], [3.069, -4.994, -0.807], [5.773, -4.016, 2.328], [-0.073, 3.504, -4.675], [5.013, -5.467, 0.644], [-5.127, 1.162, 1.638], [5.300, 2.116, 2.953], [-3.008, 4.018, -0.962], [-1.604, -2.413, -0.866]], "mulliken_charge": [2.306, 0.303, -0.139, -0.292, -0.132, -0.113, -0.223, 2.263, -0.439, -0.226, -0.367, -0.716, 0.336, -0.074, -0.022, -0.577, -0.830, -0.651, 2.921, -0.264, 0.465, -0.581, -0.534, -0.494, -0.108, -0.030, -1.089, -0.399, -0.148, 0.028, -0.462, -0.350, -1.130, 0.377, -1.270, -1.842, -1.403, -1.005, 0.959, 0.150, 0.245, -0.652, -0.574, 0.457, -0.722, -1.102, 0.933, -0.612, -0.543, -0.500, -0.067, 0.110, 0.611, -0.297, 0.507, 0.316, 0.355, 0.362, 0.336, 0.135, 0.481, 0.390, 0.184, -0.466, 0.513, 0.066, 0.339, 0.051, 0.432, 0.401, 0.337, 0.383, 0.311, 0.091, -1.274, -1.020, -0.396, 1.063, 0.429, 0.340, 0.281, 0.504, 0.512, 0.188, 0.417, 0.341, 0.406, 0.412, 0.358, 0.324, 0.466, -0.358]}


Q: What is the formula in the third record?
A: C37H41Cl5GeN3O3PV